A cluster of 2 separate species, CH4O3 in total at a distorted geometry, computed with ωB97M-V/def2-TZVPD.

Structure (ORCA input):
```
! wB97M-V def2-TZVPD RIJCOSX def2/J DEFGRID3
* xyz 0 1
O 1.837 -0.346 -1.963
C 1.095 -0.191 -0.968
O 0.111 0.698 -0.920
H 1.201 -0.634 0.042
H -0.539 0.683 -0.166
O -1.047 0.148 1.046
H -2.009 -0.047 1.109
H -0.649 -0.311 1.820
*
```

Results
orbital gap = 9.873 eV
relative energy (zero: lowest compared OMol25 entry of this formula, charge and spin) = 0.903 eV
E_HOMO = -10.03 eV
structure (SMILES) = O=CO.O

Mulliken population analysis, charges in e, atoms 1 to 4: -0.532, 0.318, -0.514, 0.184